Record 1
Here is C4H6O in the gas phase in a non-equilibrium geometry from OMol25. Energies are from wB97M-V/def2-TZVPD.

SMILES: C[C@@]12C[C@@H]1O2
E_HOMO (hartree): -0.307
Energy relative to the best compared isomer or geometry (same formula, charge and spin) (kcal per mole): 74.17

Element x y z (Å)
C1 1.198 0.310 0.799
C2 0.087 -0.298 0.003
C3 -1.395 0.009 -0.117
C4 -0.590 -0.197 -1.346
O1 0.141 -1.457 -0.702
H1 2.296 0.273 0.452
H2 1.197 -0.330 1.812
H3 0.980 1.302 1.092
H4 -1.772 0.947 0.020
H5 -2.047 -0.866 0.167
H6 -0.097 0.308 -2.179

Force components x, y, z for each atom (eV/Å):
C 1.39 -2.55 1.90
C -0.64 1.76 -0.82
C 0.49 -3.87 0.14
C 2.77 -1.23 1.33
O -0.79 0.25 -1.34
H -1.97 -0.18 -0.12
H 0.14 1.42 -1.96
H -0.35 1.08 0.21
H -0.81 2.49 0.66
H 0.35 1.12 -0.38
H -0.59 -0.30 0.37

Löwdin population analysis, charges in e, atoms 1 to 5: number 1, C, carries -0.020; number 2, C, carries -0.521; number 3, C, carries -0.030; number 4, C, carries -0.033; number 5, O, carries -0.004



Record 2
Here is a molecular structure, C4H8N2O from OMol25. Energies are from wB97M-V/def2-TZVPD.

E_HOMO (hartree): -0.364
Energy relative to the best compared isomer or geometry (same formula, charge and spin) (kcal per mole): 41.42

Element x y z (Å)
C1 1.809 0.024 0.440
C2 0.791 -0.333 -0.618
O1 0.081 -1.561 -0.244
C3 -1.065 -0.852 0.018
N1 -2.048 -1.113 0.751
C4 -0.582 0.396 -0.675
N2 -0.842 1.685 -0.091
H1 1.337 0.165 1.417
H2 2.365 0.928 0.174
H3 2.528 -0.799 0.535
H4 1.268 -0.482 -1.588
H5 -1.935 -2.020 1.208
H6 -0.903 0.395 -1.721
H7 -1.710 1.997 -0.512
H8 -1.089 1.570 0.891

Force components x, y, z for each atom (eV/Å):
C 0.00 0.02 0.06
C 0.30 -0.01 -0.09
O -0.05 -0.17 0.21
C -0.13 -0.07 0.26
N 0.26 -0.08 -0.11
C 0.01 -0.14 -0.19
N -0.31 -0.14 0.09
H 0.02 0.06 -0.12
H -0.19 -0.08 0.02
H -0.14 0.14 -0.05
H -0.03 0.06 0.01
H -0.10 0.05 -0.16
H -0.01 0.02 0.15
H 0.11 0.36 0.00
H 0.27 -0.01 -0.08

Löwdin population analysis, charges in e, atoms 1 to 5: number 1, C, carries -0.034; number 2, C, carries -0.279; number 3, O, carries 0.020; number 4, C, carries -0.436; number 5, N, carries 0.168



Record 3
Here is a gas-phase ion, C7H9O5S (charge -1) in a non-equilibrium geometry from OMol25. Energies are from wB97M-V/def2-TZVPD.

SMILES: CO/C=C/C=C\C=C(\O)S(=O)(=O)[O-]
E_HOMO (hartree): -0.175
Net charge: -1
Energy relative to the best compared isomer or geometry (same formula, charge and spin) (kcal per mole): 42.79

Element x y z (Å)
C1 1.346 2.402 -0.019
O1 1.870 1.084 -0.110
C2 0.996 0.153 0.259
C3 1.416 -1.086 0.493
C4 0.461 -2.102 0.859
C5 -0.745 -2.293 0.326
C6 -1.231 -1.514 -0.887
C7 -2.093 -0.504 -0.896
O2 -2.457 0.214 -2.012
S1 -2.814 0.326 0.639
O3 -1.837 1.303 1.109
O4 -3.966 1.006 0.033
O5 -3.152 -0.653 1.635
H1 1.796 3.098 -0.889
H2 1.691 2.955 0.891
H3 0.375 2.534 -0.198
H4 -0.007 0.304 0.267
H5 2.407 -1.432 0.471
H6 0.648 -2.849 1.697
H7 -1.502 -2.983 0.531
H8 -0.852 -1.790 -1.777
H9 -2.920 0.925 -1.513

Force components x, y, z for each atom (eV/Å):
C 5.60 2.58 -1.24
O -0.10 1.99 -0.26
C 2.82 -2.28 -0.09
C -0.82 -0.20 0.44
C -1.45 -2.38 1.46
C -0.05 2.17 -2.33
C -1.05 0.92 3.21
C 0.05 0.41 1.02
O 0.22 -0.14 1.27
S -0.14 0.63 -0.26
O 0.57 -0.24 -0.41
O 0.06 -0.14 -0.39
O -0.03 -0.88 0.01
H -0.42 -1.81 1.57
H -0.49 -0.86 -0.35
H -4.21 -0.33 -0.10
H -2.66 1.36 0.27
H 1.47 0.20 -0.05
H 0.41 1.15 -0.95
H -0.44 -1.41 1.39
H 1.37 -0.98 -3.16
H -0.70 0.25 -1.04

Löwdin population analysis, charges in e, atoms 1 to 5: number 1, C, carries -0.078; number 2, O, carries -0.083; number 3, C, carries -0.162; number 4, C, carries -0.079; number 5, C, carries -0.138



Record 4
Here is C3H3ClN2O in the gas phase in a non-equilibrium geometry from OMol25. Energies are from wB97M-V/def2-TZVPD.

SMILES: N#C[C@H](Cl)C(N)=O
E_HOMO (hartree): -0.390
Energy relative to the best compared isomer or geometry (same formula, charge and spin) (kcal per mole): 4.07

Element x y z (Å)
N1 -2.102 2.523 0.666
C1 -2.038 1.481 0.196
C2 -1.851 0.154 -0.310
Cl1 -3.354 -0.786 -0.316
C3 -0.745 -0.518 0.797
N2 0.473 0.016 0.671
O1 -1.082 -1.399 1.525
H1 -1.402 0.146 -1.301
H2 0.659 0.836 0.125
H3 1.180 -0.310 1.314

Force components x, y, z for each atom (eV/Å):
N -0.05 0.46 0.13
C -0.24 0.41 -0.16
C 1.25 -1.43 1.43
Cl 0.39 0.22 -0.03
C -1.81 0.22 -1.73
N 0.63 0.03 0.19
O 0.03 -0.13 0.24
H -0.09 0.02 0.03
H -0.07 0.06 -0.02
H -0.04 0.13 -0.07

Löwdin population analysis, charges in e, atoms 1 to 5: number 1, N, carries 0.177; number 2, C, carries -0.304; number 3, C, carries -0.593; number 4, Cl, carries 0.670; number 5, C, carries -0.537



Record 5
Here is a molecular structure, C21H27BeBrCl3CsN5O7 in a non-equilibrium geometry from OMol25. Energies are from wB97M-V/def2-TZVPD.

E_HOMO (hartree): -0.315
Net charge: +1

Element x y z (Å)
C1 2.075 4.780 -0.866
C2 2.125 3.465 -0.108
N1 1.024 3.397 0.930
C3 1.396 4.321 1.886
N2 2.564 4.576 2.474
C4 2.344 5.615 3.272
N3 3.269 6.212 4.029
N4 1.056 6.007 3.220
N5 0.460 5.175 2.317
H1 1.113 4.934 -1.333
H2 2.294 5.619 -0.209
H3 2.844 4.773 -1.634
H4 2.069 2.604 -0.753
H5 3.098 3.453 0.387
H6 0.909 2.453 1.289
H7 3.087 7.091 4.474
H8 4.176 5.788 4.082
H9 0.579 6.759 3.685
H10 -0.505 5.226 2.026
C5 -4.169 0.728 -0.815
C6 -4.560 2.108 -0.630
C7 -3.457 3.055 -0.158
O1 -3.600 4.247 -0.022
C8 -2.168 2.439 0.184
C9 -1.857 1.021 0.034
C10 -2.897 0.130 -0.603
O2 -2.634 -1.029 -0.915
O3 -0.784 0.555 0.366
O4 -5.670 2.556 -0.841
H11 -4.924 0.051 -1.196
H12 -1.429 3.095 0.627
C11 0.220 -3.210 -5.008
C12 -0.419 -2.325 -4.147
C13 -1.078 -2.801 -3.019
C14 -1.097 -4.166 -2.758
C15 -0.459 -5.055 -3.612
C16 0.203 -4.577 -4.737
H13 0.736 -2.841 -5.884
H14 -0.400 -1.262 -4.350
H15 -1.581 -2.118 -2.345
H16 -1.615 -4.531 -1.882
H17 -0.469 -6.118 -3.403
H18 0.702 -5.266 -5.405
Be1 1.979 -3.748 -3.118
Br1 -0.383 2.815 -1.484
C17 -0.235 -5.574 0.493
C18 0.648 -6.481 1.319
O5 0.234 -6.543 2.685
C19 -0.825 -7.361 2.904
O6 -1.367 -8.011 2.058
O7 -1.126 -7.295 4.186
C20 -2.284 -8.063 4.569
H19 -0.319 -4.590 0.959
H20 0.169 -5.454 -0.513
H21 -1.240 -5.986 0.417
H22 1.652 -6.074 1.349
H23 0.711 -7.481 0.885
H24 -2.189 -9.092 4.234
H25 -3.181 -7.612 4.153
H26 -2.319 -8.025 5.652
Cs1 3.313 -5.535 1.799
C21 2.885 8.761 -2.263
Cl1 3.691 7.843 -3.528
Cl2 1.136 8.677 -2.435
Cl3 3.380 8.180 -0.663
H27 3.187 9.795 -2.348

Force components x, y, z for each atom (eV/Å):
C 0.01 -0.17 0.07
C 0.43 0.25 0.25
N 1.87 0.66 -0.04
C -1.11 -0.19 0.68
N 0.19 -0.12 -0.10
C 0.05 0.28 0.04
N -0.29 -0.16 -0.08
N 0.10 -0.08 -0.04
N 0.05 -0.09 -0.01
H -0.16 0.13 -0.11
H 0.01 0.08 0.06
H 0.08 0.04 -0.09
H -0.20 -0.13 -0.04
H 0.01 -0.36 0.18
H -0.15 -0.04 -0.01
H 0.12 0.04 0.15
H 0.14 0.08 -0.03
H -0.14 0.02 -0.02
H -0.06 0.17 -0.02
C 0.07 0.34 0.26
C 0.24 -0.64 -0.10
C -0.31 0.13 -0.24
O -0.02 -0.05 0.09
C 2.19 0.86 -1.90
C 0.58 -1.58 0.32
C -1.01 0.63 -0.39
O 0.37 -0.15 0.26
O -0.09 0.07 0.73
O -0.13 0.11 0.02
H -0.10 0.15 -0.06
H -0.36 -0.27 1.03
C -0.06 -0.01 -0.03
C 0.04 -0.04 0.01
C 0.03 0.07 0.03
C 0.03 -0.02 0.00
C -0.07 -0.03 -0.04
C -0.06 -0.08 -0.19
H 0.00 -0.01 -0.01
H -0.01 0.01 0.00
H 0.02 0.03 0.02
H -0.05 0.01 -0.02
H -0.01 -0.01 -0.02
H -0.01 0.00 -0.01
Be 0.16 0.00 0.43
Br -2.40 -0.09 -0.84
C -0.15 0.07 0.05
C -0.90 -0.13 -0.67
O 0.40 -0.05 -0.03
C -0.02 0.08 0.07
O 0.01 -0.06 -0.04
O -0.01 -0.01 0.08
C -0.07 -0.05 0.12
H 0.06 0.04 -0.06
H 0.03 0.02 0.01
H 0.02 -0.06 -0.04
H -4.61 -1.56 -0.97
H -0.10 -0.09 0.08
H 0.01 0.01 -0.07
H 0.01 -0.02 -0.07
H 0.05 0.06 0.01
Cs 5.21 1.85 1.30
C -0.07 -0.07 -0.05
Cl 0.02 -0.01 -0.01
Cl -0.02 0.00 0.01
Cl 0.09 0.11 0.07
H 0.01 0.02 0.02

Löwdin population analysis, charges in e, atoms 1 to 5: number 1, C, carries -0.143; number 2, C, carries -0.317; number 3, N, carries -0.007; number 4, C, carries -0.358; number 5, N, carries 0.224



Record 6
Here is a molecular structure, C16H20NOSYb in a non-equilibrium geometry from OMol25. Energies are from wB97M-V/def2-TZVPD.

2S+1: 2
Expectation value of S²: 0.751
E_HOMO (spin up / spin down) (hartree): 0.090 / -0.010
Net charge: -2
Energy relative to the best compared isomer or geometry (same formula, charge and spin) (kcal per mole): 99.52

Element x y z (Å)
Yb1 0.012 -0.093 0.647
C1 1.982 0.244 2.437
C2 2.358 -0.665 1.357
C3 2.396 0.110 0.166
H1 2.555 -1.741 1.492
C4 1.954 1.485 0.471
C5 1.661 1.552 1.859
H2 1.248 2.390 2.429
H3 2.060 -0.084 3.512
H4 2.674 -0.251 -0.823
H5 1.795 2.278 -0.266
C6 -2.283 0.098 2.026
C7 -1.558 1.318 2.421
C8 -1.272 2.090 1.224
H6 -1.286 1.670 3.439
C9 -1.874 1.397 0.121
C10 -2.451 0.135 0.599
H7 -2.862 -0.680 -0.016
H8 -2.483 -0.769 2.678
H9 -0.716 3.034 1.207
H10 -1.820 1.715 -0.926
O1 -0.137 -1.015 -1.157
C11 -0.200 -0.643 -2.560
C12 0.512 -1.989 -2.914
C13 0.562 0.643 -2.829
C14 -1.672 -0.580 -2.921
C15 0.418 -2.364 -1.424
H11 1.539 -1.816 -3.240
H12 -0.095 -2.611 -3.566
H13 -0.368 -3.078 -1.150
H14 1.376 -2.512 -0.897
H15 0.534 0.809 -3.917
H16 1.611 0.573 -2.497
H17 0.077 1.507 -2.335
H18 -1.755 -0.849 -3.980
H19 -2.061 0.440 -2.776
H20 -2.259 -1.285 -2.307
S1 -0.137 -0.490 3.339
C16 -0.032 0.016 4.954
N1 -0.004 0.015 6.125

Force components x, y, z for each atom (eV/Å):
Yb 0.05 1.46 4.45
C 1.96 0.53 -1.00
C 0.48 1.52 1.06
C 0.22 1.65 -0.10
H 0.09 0.71 -0.17
C 0.71 -1.61 -0.50
C 1.49 -1.78 0.80
H 0.30 -0.38 -0.35
H 0.14 0.95 -1.75
H -0.03 0.07 0.24
H 0.14 -0.31 0.27
C -0.40 1.63 -1.27
C -1.34 1.05 -1.96
C -1.70 -1.13 1.13
H -0.38 -0.47 -1.09
C -0.42 -0.59 -0.15
C -0.29 1.50 0.64
H 0.10 0.62 0.34
H -0.14 0.91 -0.58
H -0.38 -0.46 -0.11
H -0.10 -0.14 0.42
O 0.37 -1.90 -2.09
C 0.06 -0.69 0.47
C -0.38 0.47 0.11
C -0.08 0.03 -0.29
C 0.03 0.20 -0.59
C -0.35 1.00 -0.36
H -0.15 -0.36 -0.24
H 0.36 -0.17 -0.28
H 0.49 -0.16 -0.11
H -0.50 -0.04 -0.13
H 0.10 0.05 0.25
H -0.45 0.02 -0.16
H 0.22 -0.42 -0.15
H -0.28 0.07 0.13
H -0.02 -0.35 0.01
H 0.29 0.22 -0.37
S -0.33 -2.63 4.58
C 0.04 -2.04 -1.02
N 0.06 0.97 -0.08

Löwdin population analysis, charges in e, atoms 1 to 5: number 1, Yb, carries 0.866; number 2, C, carries -0.349; number 3, C, carries -0.254; number 4, C, carries -0.277; number 5, H, carries 0.086



no.,total energy (a.u.)
1,-231.1055
2,-341.9376
3,-1046.4817
4,-761.0551
5,-5605.8604
6,-2308.3235